--- a ---
Density functional theory data (ωB97M-V with the def2-TZVPD basis set) for a single C5H6OS molecule.

Values from the calculation:
* charge: 0
* SMILES: C=C1COC(=S)C1
* orbital gap: 8.597 eV
* spin multiplicity: 1

Last column: Löwdin charge in e.
Geometry (Å):
C -0.2200 -1.7641 -0.9668  0.039
C -0.0302 -0.5099 -0.3551  -0.334
C 0.0164 -0.4970 1.1538  -0.080
O -0.1326 1.0794 1.5954  -0.149
C 0.1095 1.6988 0.3405  -0.776
S 0.8535 3.2241 0.4505  0.631
C 0.0169 0.8775 -0.9057  -0.163
H 0.0192 -2.6468 -0.0435  0.139
H -0.6167 -2.0513 -2.0701  0.107
H 0.8567 -0.9082 2.0276  0.187
H -0.9330 -1.0708 1.6197  0.141
H 0.8956 1.2162 -1.5311  0.143
H -0.8352 1.3521 -1.3152  0.114

--- b ---
Density functional theory data (ωB97M-V with the def2-TZVPD basis set) for a molecular structure, C5H6OS.

Values from the calculation:
* charge: 0
* orbital gap: 8.440 eV
* spin multiplicity: 1

Last column: Löwdin charge in e.
Geometry (Å):
C -1.2028 0.5663 -0.1367  -0.708
C -0.5875 0.0174 1.2281  -0.095
C 0.7090 -0.6334 0.5286  -0.230
C 1.1907 0.2832 -0.6046  -0.058
C -0.2178 -0.0787 -1.1361  -0.265
H -1.2119 -0.7398 1.6846  0.105
H -0.3881 0.8460 1.9526  0.119
H 1.3725 -1.3121 1.1515  0.157
H 1.3810 1.3326 -0.4818  0.104
H 2.0582 -0.1531 -1.1359  0.127
H -0.5217 -0.0474 -2.1189  0.112
O 0.0125 -1.4315 -0.5412  -0.090
S -2.5940 1.3505 -0.3902  0.723

Stability ranking, top entry: b; the second entry is 1.990 eV less favorable.